No. 1
This record from the OMol25 dataset describes C3H3O3Sr as an isolated structure at a distorted geometry. The level of theory is ωB97M-V/def2-TZVPD.

As for the spin multiplicity: 2. Its HOMO energy (alpha / beta) is -17.999 / -18.231 eV. Its expectation value of S² is 0.756. The calculation puts the HOMO-LUMO gap (alpha / beta) at 8.67 / 8.34 eV. The charge is +2.

Atoms and positions in Å:
O: -1.62 -0.24 0.47
Sr: -0.42 -1.62 4.21
O: -0.07 -1.18 1.82
C: -0.58 -0.73 0.78
O: 0.43 -0.88 -0.33
C: 0.53 -0.04 -1.28
C: 0.35 1.35 -1.16
H: 0.81 -0.49 -2.24
H: 0.62 1.98 -2.00
H: -0.05 1.85 -0.27

Charges in e, computed with Löwdin, in the same order as the atoms: atom 1 (O): 0.18, atom 2 (Sr): 1.92, atom 3 (O): -0.19, atom 4 (C): -0.65, atom 5 (O): 0.13, atom 6 (C): -0.06, atom 7 (C): 0.28, atom 8 (H): 0.17, atom 9 (H): 0.11, atom 10 (H): 0.11

=====

No. 2
This record from the OMol25 dataset describes C10H6N2O3SSn as an isolated structure at a distorted geometry. The level of theory is ωB97M-V/def2-TZVPD.

Its HOMO energy (alpha / beta) is -14.886 / -14.876 eV. The calculation puts the HOMO-LUMO gap (alpha / beta) at 5.26 / 5.37 eV. The charge is +2.

Atoms and positions in Å:
O: -2.64 -0.30 -1.53
C: -1.67 -0.20 -0.95
Sn: 0.01 -0.06 0.08
C: 0.19 1.81 0.61
C: 1.46 -0.45 -1.16
O: 0.30 2.89 0.97
O: 2.34 -0.70 -1.85
N: 2.56 -0.19 2.09
C: 1.57 -0.97 2.37
N: 0.44 -1.12 1.74
C: -0.51 -2.09 2.30
C: -1.74 -2.44 1.86
C: -2.43 -3.39 2.57
C: -1.90 -3.98 3.70
C: -0.65 -3.62 4.15
C: 0.04 -2.68 3.44
S: 1.66 -2.04 3.79
H: 3.43 -0.14 2.65
H: 2.57 0.45 1.27
H: -2.17 -1.97 0.95
H: -3.44 -3.69 2.22
H: -2.47 -4.74 4.26
H: -0.19 -4.06 5.05

Charges in e, computed with Löwdin, in the same order as the atoms: atom 1 (O): 0.27, atom 2 (C): -0.15, atom 3 (Sn): 1.16, atom 4 (C): -0.15, atom 5 (C): -0.15, atom 6 (O): 0.25, atom 7 (O): 0.25, atom 8 (N): 0.15, atom 9 (C): -0.67, atom 10 (N): -0.11, atom 11 (C): -0.26, atom 12 (C): -0.05, atom 13 (C): -0.04, atom 14 (C): -0.03, atom 15 (C): -0.05, atom 16 (C): -0.42, atom 17 (S): 1.19, atom 18 (H): 0.17, atom 19 (H): 0.12, atom 20 (H): 0.09, atom 21 (H): 0.14, atom 22 (H): 0.14, atom 23 (H): 0.14

=====

No. 3
This record from the OMol25 dataset describes a 2-piece molecular cluster, CH5ClN2P overall at a distorted geometry. The level of theory is ωB97M-V/def2-TZVPD.

Its HOMO energy (alpha / beta) is -12.750 / -14.330 eV. The calculation puts the HOMO-LUMO gap (alpha / beta) at 5.82 / 8.24 eV. The charge is +1.

Atoms and positions in Å:
C: -0.55 -0.35 0.05
N: -0.37 -1.59 0.27
N: -1.36 0.35 0.74
P: 1.96 0.91 -1.73
Cl: 2.09 2.84 -1.72
H: -0.80 -1.95 1.22
H: 0.24 -2.18 -0.37
H: -1.94 -0.17 1.49
H: -1.60 1.39 0.54
H: 2.34 0.73 -0.49

Charges in e, computed with Löwdin, in the same order as the atoms: atom 1 (C): -0.33, atom 2 (N): 0.09, atom 3 (N): 0.09, atom 4 (P): 0.48, atom 5 (Cl): 0.23, atom 6 (H): 0.18, atom 7 (H): 0.16, atom 8 (H): 0.17, atom 9 (H): 0.17, atom 10 (H): -0.23

=====

No. 4
This record from the OMol25 dataset describes a 2-piece molecular cluster, C4H9OS overall. The level of theory is ωB97M-V/def2-TZVPD.

Its HOMO energy is -2.869 eV. The calculation puts the HOMO-LUMO gap at 6.88 eV. The charge is -1.

Atoms and positions in Å:
C: -1.20 -1.75 -1.57
S: 0.55 -1.49 -2.06
H: -1.36 -1.43 -0.54
H: -1.87 -1.17 -2.21
H: -1.49 -2.79 -1.65
C: 0.07 0.91 2.22
C: 0.60 0.57 1.05
O: 1.11 -0.66 0.86
C: 0.69 1.50 -0.12
H: -0.28 1.92 2.37
H: -0.01 0.19 3.03
H: 1.02 -0.96 -0.11
H: 0.28 2.48 0.12
H: 1.73 1.62 -0.43
H: 0.17 1.07 -0.97

Charges in e, computed with Löwdin, in the same order as the atoms: atom 1 (C): -0.66, atom 2 (S): 0.18, atom 3 (H): -0.01, atom 4 (H): -0.02, atom 5 (H): -0.02, atom 6 (C): 0.00, atom 7 (C): -0.53, atom 8 (O): -0.06, atom 9 (C): -0.07, atom 10 (H): 0.03, atom 11 (H): 0.04, atom 12 (H): -0.07, atom 13 (H): 0.07, atom 14 (H): 0.08, atom 15 (H): 0.03

=====

No. 5
This record from the OMol25 dataset describes C3H8OS in the gas phase at a distorted geometry. The level of theory is ωB97M-V/def2-TZVPD.

Its HOMO energy is -8.806 eV. The calculation puts the HOMO-LUMO gap at 9.30 eV.

Atoms and positions in Å:
C: 1.96 -1.01 0.32
C: -1.68 0.74 0.09
C: -0.77 -0.47 0.26
O: 1.11 1.42 0.20
S: 0.86 0.07 -0.30
H: 3.01 -0.59 0.26
H: 1.96 -1.91 -0.18
H: -1.03 1.55 -0.53
H: -2.47 0.50 -0.65
H: -1.93 1.22 0.94
H: -1.01 -1.54 -0.09
H: -0.46 -0.51 1.32
H: 0.45 0.53 -1.64

Charges in e, computed with Löwdin, in the same order as the atoms: atom 1 (C): -0.27, atom 2 (C): -0.14, atom 3 (C): -0.35, atom 4 (O): -0.46, atom 5 (S): 0.69, atom 6 (H): 0.04, atom 7 (H): -0.04, atom 8 (H): 0.10, atom 9 (H): 0.08, atom 10 (H): 0.03, atom 11 (H): 0.13, atom 12 (H): 0.09, atom 13 (H): 0.09

=====

No. 6
This record from the OMol25 dataset describes a 2-piece molecular cluster, C5H14 overall at a distorted geometry. The level of theory is ωB97M-V/def2-TZVPD.

Its HOMO energy is -10.971 eV. The calculation puts the HOMO-LUMO gap at 12.14 eV.

Atoms and positions in Å:
C: 0.55 2.32 0.99
C: -0.84 2.28 0.38
H: 1.27 2.76 0.29
H: 0.63 2.96 1.87
H: 0.94 1.38 1.36
H: -1.67 2.19 1.09
H: -1.02 3.28 -0.01
H: -0.89 1.66 -0.49
C: 0.30 -1.24 -0.12
C: -1.10 -1.09 -0.71
C: 1.11 -2.44 -0.61
H: 0.86 -0.30 -0.10
H: 0.24 -1.35 0.97
H: -1.01 -1.21 -1.79
H: 1.32 -3.24 0.09
H: -1.52 -0.12 -0.49
H: -1.75 -1.83 -0.23
H: 0.64 -2.88 -1.50
H: 2.06 -2.09 -1.01

Charges in e, computed with Löwdin, in the same order as the atoms: atom 1 (C): -0.17, atom 2 (C): -0.16, atom 3 (H): 0.07, atom 4 (H): 0.06, atom 5 (H): 0.05, atom 6 (H): 0.07, atom 7 (H): 0.07, atom 8 (H): 0.03, atom 9 (C): -0.32, atom 10 (C): -0.11, atom 11 (C): -0.12, atom 12 (H): 0.07, atom 13 (H): 0.10, atom 14 (H): 0.08, atom 15 (H): 0.06, atom 16 (H): 0.03, atom 17 (H): 0.08, atom 18 (H): 0.06, atom 19 (H): 0.07

=====

No. 7
This record from the OMol25 dataset describes C20H25N3S in the gas phase at a distorted geometry. The level of theory is ωB97M-V/def2-TZVPD.

Its HOMO energy is -7.469 eV. The calculation puts the HOMO-LUMO gap at 8.18 eV.

Atoms and positions in Å:
N: 4.97 2.36 2.12
S: 3.44 1.81 4.17
C: 3.80 1.88 2.48
C: 5.69 2.68 3.22
C: 5.01 2.48 4.45
C: 1.62 -0.26 2.27
C: 0.58 -1.12 2.05
C: 0.98 0.96 0.29
C: 1.86 0.77 1.38
C: -0.28 -0.98 0.95
C: -0.11 0.08 0.06
N: 3.04 1.51 1.40
N: -3.48 -0.81 -0.09
C: -4.73 -0.97 -0.89
C: -3.13 0.58 0.25
C: 0.90 -0.03 -2.86
C: 0.92 -1.48 -2.32
C: -1.40 -1.97 0.75
C: -2.17 1.19 -0.76
C: -0.29 0.81 -2.39
C: -0.54 -2.06 -2.29
C: -2.38 -1.73 -0.45
C: -1.01 0.24 -1.14
C: -1.62 -1.11 -1.67
H: 6.67 3.12 3.23
H: 5.40 2.74 5.44
H: 2.31 -0.43 3.07
H: 0.42 -1.90 2.73
H: 1.14 1.81 -0.38
H: 3.42 1.92 0.55
H: -5.07 -2.00 -0.83
H: -4.55 -0.78 -1.94
H: -5.52 -0.31 -0.50
H: -2.60 0.55 1.18
H: -4.05 1.19 0.35
H: 0.87 -0.09 -3.94
H: 1.84 0.46 -2.54
H: 1.61 -2.11 -2.89
H: 1.33 -1.46 -1.29
H: -0.90 -2.92 0.59
H: -1.98 -2.04 1.70
H: -1.77 2.10 -0.32
H: -2.73 1.48 -1.64
H: -0.98 0.93 -3.23
H: 0.05 1.82 -2.16
H: -0.56 -3.06 -1.78
H: -0.85 -2.24 -3.30
H: -2.81 -2.71 -0.67
H: -2.35 -0.89 -2.42

Charges in e, computed with Löwdin, in the same order as the atoms: atom 1 (N): 0.03, atom 2 (S): 1.02, atom 3 (C): -0.64, atom 4 (C): -0.24, atom 5 (C): -0.41, atom 6 (C): -0.04, atom 7 (C): -0.02, atom 8 (C): 0.05, atom 9 (C): -0.24, atom 10 (C): -0.17, atom 11 (C): -0.12, atom 12 (N): 0.06, atom 13 (N): -0.18, atom 14 (C): -0.08, atom 15 (C): -0.16, atom 16 (C): -0.18, atom 17 (C): -0.16, atom 18 (C): -0.07, atom 19 (C): -0.11, atom 20 (C): -0.14, atom 21 (C): -0.11, atom 22 (C): -0.23, atom 23 (C): -0.34, atom 24 (C): -0.18, atom 25 (H): 0.09, atom 26 (H): 0.05, atom 27 (H): 0.08, atom 28 (H): 0.10, atom 29 (H): 0.12, atom 30 (H): 0.15, atom 31 (H): 0.08, atom 32 (H): 0.06, atom 33 (H): 0.09, atom 34 (H): 0.11, atom 35 (H): 0.13, atom 36 (H): 0.10, atom 37 (H): 0.11, atom 38 (H): 0.10, atom 39 (H): 0.10, atom 40 (H): 0.11, atom 41 (H): 0.13, atom 42 (H): 0.12, atom 43 (H): 0.12, atom 44 (H): 0.12, atom 45 (H): 0.10, atom 46 (H): 0.12, atom 47 (H): 0.10, atom 48 (H): 0.14, atom 49 (H): 0.12

=====

No. 8
This record from the OMol25 dataset describes C5H6O in the gas phase at a distorted geometry. The level of theory is ωB97M-V/def2-TZVPD.

Its HOMO energy is -8.388 eV. The calculation puts the HOMO-LUMO gap at 9.09 eV.

Atoms and positions in Å:
C: 0.21 1.33 0.19
C: 1.42 1.32 -0.05
C: 1.63 -0.21 0.59
C: -1.23 1.56 0.19
C: 1.52 -1.26 -0.48
O: 2.61 0.86 0.14
H: -1.47 2.69 -0.21
H: -1.64 1.48 1.17
H: -1.69 0.67 -0.43
H: 0.73 -1.90 -0.42
H: 2.31 -2.08 -0.31
H: 1.50 -1.08 -1.66

Charges in e, computed with Löwdin, in the same order as the atoms: atom 1 (C): -0.03, atom 2 (C): -0.27, atom 3 (C): -0.08, atom 4 (C): -0.08, atom 5 (C): -0.15, atom 6 (O): 0.04, atom 7 (H): 0.15, atom 8 (H): 0.05, atom 9 (H): 0.12, atom 10 (H): 0.01, atom 11 (H): 0.10, atom 12 (H): 0.13

=====

No. 9
This record from the OMol25 dataset describes C4H7N3 in the gas phase at a distorted geometry. The level of theory is ωB97M-V/def2-TZVPD.

Its HOMO energy is -9.017 eV. The calculation puts the HOMO-LUMO gap at 10.14 eV.

Atoms and positions in Å:
C: 0.87 2.26 0.07
C: -0.68 -0.65 -1.01
C: -1.02 -1.44 0.26
C: 0.84 -0.40 0.64
H: 1.86 1.93 0.52
H: 0.63 3.29 0.25
H: -1.46 0.04 -1.33
H: -0.39 -1.40 -1.74
H: -1.96 -1.23 0.79
H: -1.06 -2.65 0.22
H: 1.70 -0.10 1.26
N: 0.07 1.47 -0.48
N: 0.49 0.19 -0.59
N: 0.11 -1.31 1.14

Charges in e, computed with Löwdin, in the same order as the atoms: atom 1 (C): -0.05, atom 2 (C): -0.12, atom 3 (C): -0.24, atom 4 (C): -0.20, atom 5 (H): 0.09, atom 6 (H): 0.06, atom 7 (H): 0.11, atom 8 (H): 0.10, atom 9 (H): 0.10, atom 10 (H): 0.15, atom 11 (H): 0.12, atom 12 (N): -0.02, atom 13 (N): -0.14, atom 14 (N): 0.05

=====

Looking at relative energy (zero: lowest compared OMol25 entry of this formula, charge and spin) for the records above, in order, we have 10.9; 21.2; 73.1; 0.0; 99.2; 13.2; 21.4; 163.4; 60.9 kcal per mole.
Looking at E_tot for the records above, in order, we have -371.8943; -1331.5137; -951.7938; -631.2571; -592.3600; -198.8682; -1339.5559; -269.0858; -320.7862 Eh.